# 1
Computed, not measured: the molecule C6H11NO, with ωB97M-V/def2-TZVPD.

Properties
relative energy (zero: lowest compared OMol25 entry of this formula, charge and spin)	412.2	kJ/mol
electronic energy	-9934.1821	eV
maximum force	4.0	eV/A
SMILES	C/C=C(N)\C(C)=C\O
orbital gap (spin up / spin down)	6.423 / 7.856	eV

Geometry as XYZ:
```
19
Properties=species:S:1:pos:R:3:forces:R:3:nbo_charge:R:1
C 1.7733 -1.4361 -0.3787 0.0033 -0.0875 -0.2167 -0.636
C -1.7391 1.4702 -0.4597 -0.1626 -0.7766 0.3239 -0.648
C 0.5165 0.7135 0.3984 2.5184 -2.7805 -1.4756 0.159
C 0.6116 -0.6933 0.2192 0.4487 2.1731 -0.6808 -0.177
N 1.5452 1.6137 0.1817 0.4269 0.2042 0.4804 -0.796
C -0.6075 -1.2926 0.4999 -0.9485 -0.8657 0.9669 0.143
C -0.7798 1.1418 0.6536 -3.2010 1.0317 0.7168 -0.230
O -0.9739 -2.4626 -0.1150 -0.0591 -0.1954 -0.2909 -0.688
H -1.8136 -2.7687 0.2587 0.4311 0.1261 -0.1223 0.482
H 2.3360 1.2799 -0.3501 -0.0087 -0.0426 0.2346 0.379
H 1.2729 2.5513 -0.0810 -0.0780 -0.2840 0.1094 0.384
H -1.2140 -1.1118 1.3779 0.2001 0.4025 -0.0248 0.171
H -1.1614 1.2739 1.6662 0.3600 0.6427 -0.0077 0.188
H 2.4655 -0.7719 -0.9020 -0.0033 0.0495 0.1254 0.198
H 1.4328 -2.1537 -1.1317 -0.0311 0.0015 0.1988 0.232
H 2.3370 -1.9849 0.3825 -0.0206 0.0271 -0.0870 0.218
H -1.4811 0.9100 -1.3636 0.0369 0.1939 -0.0402 0.212
H -2.7573 1.1796 -0.1769 0.0027 0.1332 -0.0889 0.206
H -1.7633 2.5416 -0.6795 0.0846 0.0468 -0.1215 0.203
```
Forces are in eV/Å.


# 2
Computed, not measured: a structure of composition C22H37GeN3O5RuSSeSi, with ωB97M-V/def2-TZVPD.

Properties
2S+1	2
relative energy (zero: lowest compared OMol25 entry of this formula, charge and spin)	0.0	kJ/mol
electronic energy	-181277.1932	eV
maximum force	0.5	eV/A
net charge	+1
orbital gap (spin up / spin down)	8.418 / 7.055	eV

Geometry as XYZ:
```
72
Properties=species:S:1:pos:R:3:forces:R:3:lowdin_spin:R:1
Ru 0.7543 0.3913 -0.5993 -0.5005 0.1902 0.0119 0.793
O 4.6545 1.4546 2.0410 -0.0347 -0.0970 -0.0517 0.000
C 3.7598 1.5934 1.0548 0.2341 0.1342 0.1567 0.001
O 4.0131 1.5745 -0.1136 -0.0198 -0.0253 -0.1657 0.001
C 2.3932 1.8297 1.6423 -0.1412 0.0976 0.1464 0.001
O 1.3990 2.0466 0.6556 -0.2062 -0.2568 -0.2926 0.001
C 1.5945 3.1819 -0.2228 -0.1009 0.0919 0.1627 -0.001
C 1.8923 2.7788 -1.6608 0.0876 -0.1843 0.0116 0.005
O 2.4208 3.5564 -2.4039 -0.0233 0.0898 -0.0754 0.020
O 1.4283 1.5920 -2.0192 0.2050 -0.1724 -0.0192 0.101
H 5.5246 1.3049 1.6404 0.0242 0.0009 -0.0109 0.000
H 2.4323 2.6804 2.3285 -0.0183 -0.0184 -0.0449 0.000
H 2.0926 0.9430 2.1963 0.0212 0.0228 0.0991 0.000
H 2.3722 3.8373 0.1610 0.0428 -0.0438 -0.0340 0.000
H 0.6433 3.7228 -0.2283 0.0574 0.0558 0.0265 0.000
C 2.1993 -4.8270 1.3779 0.0162 -0.0215 -0.0022 0.000
Si 2.1173 -3.6854 2.8517 -0.0488 -0.0032 -0.0471 0.001
C 3.7538 -2.8580 3.1777 0.0433 0.0358 0.0133 0.001
C 1.5335 -4.6037 4.3650 -0.0204 -0.0085 0.0421 0.000
C 0.8023 -2.3636 2.4679 -0.0105 0.0556 0.0044 0.001
C -0.3610 -2.2357 3.2156 0.0047 0.0033 0.0029 -0.001
C -1.3262 -1.2686 2.9211 0.0247 -0.0153 0.0254 0.000
C -1.1273 -0.4560 1.8319 -0.0008 0.0091 -0.0123 -0.002
N -0.0327 -0.5799 1.0701 -0.1587 -0.0999 0.0493 -0.001
C 0.9237 -1.4639 1.3984 0.0971 -0.0559 0.1013 0.008
S 2.2544 -1.2570 0.2972 0.1499 0.1193 -0.1763 0.047
H 2.8828 -5.6561 1.5732 0.0080 0.0069 -0.0044 0.000
H 2.5528 -4.3024 0.4888 -0.0083 -0.0041 -0.0101 0.000
H 1.2171 -5.2520 1.1593 0.0016 -0.0034 0.0011 0.000
H 4.4716 -3.5901 3.5547 0.0018 -0.0040 -0.0057 0.000
H 3.6577 -2.0715 3.9292 0.0059 -0.0035 0.0036 0.000
H 4.1716 -2.4149 2.2730 -0.0039 0.0092 0.0054 0.001
H 2.2672 -5.3671 4.6323 -0.0017 -0.0025 -0.0028 0.000
H 0.5818 -5.1127 4.1983 0.0011 -0.0002 0.0019 0.000
H 1.4236 -3.9440 5.2285 0.0037 -0.0062 0.0010 0.000
H -0.5242 -2.8940 4.0606 -0.0102 0.0048 0.0017 0.000
H -2.2132 -1.1554 3.5274 -0.0023 -0.0056 -0.0011 0.000
H -1.8313 0.3137 1.5482 -0.0051 0.0033 -0.0141 0.000
C -1.7074 5.1285 -1.6906 0.0198 0.0099 -0.0106 0.000
Ge -3.1691 4.0966 -0.9231 0.0138 -0.0471 -0.0295 0.001
C -4.1400 5.0691 0.4511 -0.0023 0.0541 0.0335 0.000
C -4.3670 3.4164 -2.3012 -0.0095 -0.0081 -0.0198 0.001
C -2.2936 2.5474 -0.0316 0.0781 0.0285 0.0875 0.002
Se -1.4933 1.3493 -1.3459 0.0855 0.1476 0.0293 0.029
C -2.8176 -0.0643 -1.2630 0.0174 -0.0008 0.0194 0.000
H -2.0941 5.9350 -2.3130 0.0115 0.0072 -0.0018 0.000
H -1.0702 4.5009 -2.3172 -0.0035 0.0139 -0.0048 0.000
H -1.0962 5.5751 -0.9048 -0.0002 0.0057 -0.0112 0.000
H -4.6076 5.9557 0.0230 -0.0065 0.0010 0.0083 0.000
H -3.4693 5.3911 1.2479 -0.0077 0.0030 0.0032 0.000
H -4.9228 4.4469 0.8849 -0.0020 0.0021 0.0014 0.000
H -4.7298 4.2475 -2.9066 -0.0128 -0.0111 -0.0003 0.000
H -5.2322 2.9179 -1.8631 0.0051 -0.0107 0.0035 0.000
H -3.8539 2.7212 -2.9671 0.0010 0.0085 -0.0005 0.001
H -2.9843 1.9732 0.5860 -0.0033 -0.0165 -0.0190 0.000
H -1.4831 2.9045 0.6069 -0.0311 -0.0521 0.0244 0.000
H -3.7901 0.4045 -1.3978 0.0115 0.0000 -0.0045 0.000
H -2.7719 -0.5880 -0.3120 -0.0109 -0.0135 -0.0173 0.000
H -2.6249 -0.7484 -2.0841 0.0134 -0.0168 -0.0165 0.000
N -0.5771 -3.9407 -4.8683 -0.0079 0.0141 -0.0094 0.000
C -0.3083 -3.0010 -3.9377 0.0001 -0.0286 0.0013 0.000
C 0.2230 -1.7506 -4.2871 -0.0058 -0.0021 0.0015 0.000
C 0.4816 -0.8219 -3.3118 -0.0482 -0.0115 0.0253 -0.001
N 0.2371 -1.0455 -2.0063 0.1426 0.0266 0.0267 -0.008
C -0.2674 -2.2424 -1.6650 0.0238 -0.0164 0.0063 -0.001
C -0.5563 -3.2264 -2.5735 -0.0048 0.0117 -0.0245 0.000
H -0.3352 -3.7931 -5.8312 0.0013 -0.0074 0.0013 0.000
H -0.8913 -4.8558 -4.6020 0.0036 -0.0014 -0.0022 0.000
H 0.4431 -1.5112 -5.3186 0.0039 0.0087 0.0026 0.000
H 0.9021 0.1437 -3.5554 0.0124 0.0058 0.0076 0.000
H -0.4430 -2.4081 -0.6110 -0.0035 -0.0064 -0.0170 0.000
H -0.9596 -4.1696 -2.2307 0.0001 0.0035 0.0074 0.000
```
Forces are in eV/Å.


# 3
Computed, not measured: a cluster of 2 separate species, C21H30N3O in total, with ωB97M-V/def2-TZVPD.

Properties
relative energy (zero: lowest compared OMol25 entry of this formula, charge and spin)	129.5	kJ/mol
electronic energy	-28773.4574	eV
maximum force	1.3	eV/A
net charge	+1
orbital gap	5.520	eV

Geometry as XYZ:
```
55
Properties=species:S:1:pos:R:3:forces:R:3:nbo_charge:R:1
C -1.8213 -4.4469 -0.0013 -0.7292 -0.0872 0.3900 -0.268
O -0.6090 -3.9716 -0.6242 0.5949 1.0555 -0.3695 -0.412
C -0.2826 -2.7173 -0.7232 0.1948 -0.8662 -0.0782 0.466
C 0.9315 -2.3493 -1.3658 -0.0407 -0.2265 -0.0123 -0.240
C 1.3069 -0.9878 -1.2936 -0.2906 0.2463 -0.0749 -0.105
C 2.4745 -0.5521 -1.8928 -0.1833 0.1496 0.1765 -0.182
C 3.2857 -1.4467 -2.6104 -0.3127 0.2168 0.2606 0.109
C 4.5137 -0.9304 -3.2877 0.2202 -0.0808 -0.1746 -0.658
C 2.9203 -2.8049 -2.6820 -0.2343 -0.2576 0.1161 -0.236
C 1.7761 -3.2709 -2.0581 -0.1099 0.2905 0.1419 -0.078
H -1.8490 -5.5221 -0.2043 0.0630 0.3752 0.0208 0.232
H -1.7950 -4.2818 1.0842 0.1855 0.0485 -0.3578 0.216
H -2.7136 -3.9670 -0.4265 0.4219 -0.0291 -0.0027 0.214
H -0.9441 -1.9445 -0.2977 0.1826 -0.2667 -0.1005 0.228
H 0.6341 -0.3033 -0.7618 0.3228 -0.0500 -0.1846 0.263
H 2.7648 0.5033 -1.8157 -0.1508 -0.4868 -0.0777 0.229
H 5.0360 -1.7279 -3.8216 -0.0364 0.1578 0.0676 0.233
H 4.2560 -0.1407 -4.0049 0.0018 -0.1647 0.1394 0.250
H 5.2054 -0.4841 -2.5623 -0.1624 -0.1082 -0.0823 0.249
H 3.5607 -3.4881 -3.2425 -0.2332 0.1425 0.2051 0.239
H 1.4945 -4.3220 -2.0902 0.1295 0.2280 -0.0869 0.239
C 0.3150 -0.9890 2.2447 0.2070 0.1841 0.4569 -0.403
N 0.5132 0.3531 2.7781 -0.3323 -0.2458 -0.1399 -0.472
C 1.9178 0.7584 2.8613 -0.0716 -0.2274 0.0916 -0.411
C -0.3933 1.3320 2.3050 -0.3331 -0.4258 -0.6795 0.640
N -1.0082 1.0679 1.1878 1.2314 0.1637 0.3792 -0.633
C -1.6852 2.1022 0.4549 -1.1420 0.5883 -0.3428 -0.255
C -2.0364 1.7154 -0.9742 0.2538 -0.1273 0.1709 -0.029
C -3.1167 0.8646 -1.2099 0.1636 -0.1283 -0.3002 -0.168
C -3.4464 0.4840 -2.5126 0.2272 0.1871 0.0413 -0.232
C -2.7008 0.9781 -3.5908 0.1314 0.0651 0.2183 -0.220
C -1.6286 1.8502 -3.3599 -0.2595 -0.1451 0.1171 -0.208
C -1.3066 2.2247 -2.0529 -0.1627 -0.3248 0.0254 -0.217
N -0.5031 2.4169 3.1420 0.1794 -0.3170 0.0557 -0.450
C -0.0425 2.2999 4.5331 0.0582 0.0178 -0.0692 -0.414
C -1.4834 3.4788 2.9279 -0.0547 0.2695 -0.0350 -0.406
H -0.7356 -1.1190 1.9914 0.0718 -0.0146 0.0836 0.222
H 0.9211 -1.1651 1.3487 0.0113 -0.0213 0.0198 0.161
H 0.6002 -1.7184 3.0144 0.0398 0.0906 -0.1890 0.202
H 2.0121 1.8408 2.9780 -0.0682 -0.2242 0.0229 0.220
H 2.3935 0.2622 3.7156 -0.0083 0.1423 -0.1002 0.206
H 2.4715 0.4606 1.9576 -0.1177 0.0831 0.0178 0.180
H -2.6477 2.3519 0.9366 0.2945 0.1503 -0.2502 0.189
H -1.0829 3.0197 0.3891 -0.1275 -0.2391 0.0136 0.180
H -3.6952 0.5037 -0.3590 0.0726 0.0379 -0.1994 0.203
H -4.2902 -0.1842 -2.6806 0.1721 0.1816 -0.0416 0.216
H -2.9628 0.6946 -4.6095 0.0679 0.0676 0.2380 0.221
H -1.0522 2.2462 -4.1961 -0.1824 -0.0983 0.1824 0.219
H -0.4845 2.9147 -1.8563 -0.1633 -0.1547 -0.1014 0.211
H 0.2568 1.2659 4.7329 -0.1270 0.4432 0.0752 0.235
H 0.8079 2.9719 4.7026 -0.1564 -0.1125 0.1368 0.198
H -0.8617 2.5802 5.2062 0.1914 -0.0752 -0.1006 0.204
H -1.2615 4.0445 2.0144 -0.2321 -0.1020 0.4898 0.211
H -2.5090 3.0789 2.8849 0.3250 0.2112 0.0708 0.198
H -1.4203 4.1699 3.7767 0.0071 -0.1871 -0.2742 0.218
```
Forces are in eV/Å.


# 4
Computed, not measured: a structure of composition C40H41FGdN5O3S, with ωB97M-V/def2-TZVPD.

Properties
2S+1	8
electronic energy	-90129.4751	eV
maximum force	0.7	eV/A
orbital gap (spin up / spin down)	7.095 / 4.488	eV

Geometry as XYZ:
```
92
Properties=species:S:1:pos:R:3:forces:R:3:lowdin_spin:R:1
Gd 0.4640 0.4448 -0.0462 0.4855 -0.0759 -0.0830 6.821
O 4.1006 -0.5759 -2.4089 -0.1776 0.1557 0.0667 0.016
C 3.1276 -0.0325 -1.8859 0.0159 -0.1401 -0.0578 0.006
N 2.7075 -0.0792 -0.6069 0.0313 0.1538 -0.0292 0.046
C 3.4651 -0.7239 0.3786 0.0689 -0.2646 0.4554 0.009
C 4.8194 -1.0460 0.2248 -0.0995 0.0844 -0.2204 0.003
C 5.5515 -1.6159 1.2462 0.0110 -0.0601 0.1960 0.002
C 4.9408 -1.9069 2.4523 0.1077 0.0112 -0.0641 0.003
C 3.6035 -1.6089 2.6392 -0.2389 0.0175 -0.0172 0.002
C 2.8391 -0.9963 1.6343 0.5494 -0.2128 -0.2112 0.009
N 1.5241 -0.5369 1.8133 -0.2927 0.2278 0.1708 0.034
C 0.8909 -0.6300 3.0043 0.3038 -0.2488 -0.4397 0.003
O 1.1954 -1.3083 3.9795 -0.1209 0.1099 0.2321 0.009
C -0.3022 0.2897 3.1467 -0.1872 -0.0783 0.3071 0.000
C -0.8840 0.3988 4.4065 0.0864 -0.0509 -0.0066 0.000
C -1.9093 1.3012 4.6016 -0.0107 0.0555 -0.1867 0.000
C -2.3312 2.0632 3.5206 0.0972 -0.1188 -0.0164 0.000
C -1.7209 1.8649 2.2939 -0.1570 0.1970 -0.0396 0.000
N -0.7279 0.9992 2.1004 -0.0258 -0.0465 0.3457 -0.004
C 2.2675 0.8317 -2.7933 0.1213 0.0008 -0.2023 0.000
C 2.6146 0.9140 -4.1393 -0.0242 -0.0032 0.1799 0.001
C 1.9129 1.7713 -4.9638 -0.0491 0.0061 0.1103 0.000
C 0.9047 2.5435 -4.4088 0.0110 -0.0312 0.0994 0.000
C 0.6122 2.3857 -3.0652 -0.1497 0.1303 -0.0942 0.000
N 1.2508 1.5265 -2.2717 0.1580 -0.1726 -0.0563 -0.004
H 5.2943 -0.8362 -0.7179 -0.0103 -0.0039 0.0179 0.000
H 6.5990 -1.8352 1.0937 0.0578 -0.0178 -0.0275 0.000
H 5.5038 -2.3640 3.2546 -0.0054 -0.0326 0.0534 0.000
H 3.1281 -1.8371 3.5764 0.0230 -0.0223 -0.0004 0.000
H -0.4976 -0.2238 5.1991 0.0321 -0.0302 -0.0047 0.000
H -2.3735 1.4134 5.5709 -0.0169 0.0005 0.0571 0.000
H -3.1257 2.7840 3.6172 -0.1035 0.0983 -0.0214 0.000
H -2.0373 2.4294 1.4264 -0.0238 -0.0003 -0.0297 0.000
H 3.4369 0.3111 -4.4891 0.0609 -0.0439 0.0037 0.000
H 2.1558 1.8513 -6.0141 0.0127 0.0003 -0.0412 0.000
H 0.3452 3.2492 -5.0013 -0.0707 0.0752 -0.0363 0.000
H -0.1666 2.9764 -2.6029 0.0086 -0.0362 -0.0268 0.000
C 0.9808 -2.2511 -2.1769 -0.2569 0.0777 -0.0845 -0.003
C -0.2373 -2.7689 -2.9335 0.1180 0.0897 0.0213 0.000
C -0.5648 -1.8382 -4.1029 0.0758 -0.0387 0.0904 0.000
C -1.4121 -3.0356 -2.0117 0.0736 -0.0188 0.0473 0.003
C -1.9641 -4.3069 -2.1157 -0.0914 -0.0876 0.0417 0.000
C -3.0141 -4.7126 -1.3201 0.0213 -0.0096 -0.0162 0.003
C -3.4999 -3.8366 -0.3721 -0.0804 -0.0287 -0.0428 0.000
C -2.9873 -2.5529 -0.2264 0.0469 0.0899 0.0738 0.004
C -3.5411 -1.7816 0.9680 -0.0166 0.0267 -0.0389 0.000
C -2.5112 -1.8462 2.0927 0.0156 -0.0060 -0.0342 0.000
C -4.0465 -0.3525 0.7664 0.1262 -0.0900 -0.1264 0.000
C -1.9376 -2.1239 -1.0732 0.0145 -0.3060 0.1754 0.002
N -1.4927 -0.7672 -1.0011 0.1773 -0.0598 0.3106 0.035
C -2.2144 0.0454 -1.8112 -0.2590 0.5555 -0.2107 0.002
C -3.1480 -0.3781 -2.7927 0.0432 -0.0345 0.1865 0.005
C -3.8458 0.5048 -3.5836 -0.0563 0.1868 -0.0434 0.000
C -3.6849 1.8805 -3.4617 0.0287 -0.0028 0.0325 0.005
C -2.8034 2.3527 -2.5010 0.0196 -0.0797 0.1003 -0.001
C -2.1216 1.4457 -1.7289 -0.0639 -0.0478 0.0353 0.003
F -1.2494 1.9709 -0.7455 -0.5918 0.1190 -0.3406 -0.007
H 1.8735 -2.2698 -2.8004 0.0630 0.0339 0.0045 0.000
H 1.1781 -2.8165 -1.2641 0.0054 0.0299 0.0094 0.000
H 0.7663 -1.2102 -1.9230 0.2063 -0.2794 -0.1224 -0.004
H 0.0263 -3.7433 -3.3635 -0.0275 0.1227 0.0600 0.000
H -0.7381 -0.8172 -3.7642 0.0088 0.0294 0.0017 0.000
H -1.4525 -2.1712 -4.6366 -0.0778 -0.0157 -0.0677 0.000
H 0.2701 -1.8235 -4.8009 0.1081 0.0177 -0.1106 0.000
H -1.5510 -4.9938 -2.8417 0.0400 -0.0453 -0.0638 0.000
H -3.4314 -5.7028 -1.4228 -0.0439 -0.0969 -0.0003 0.000
H -4.3015 -4.1530 0.2830 -0.0366 -0.0096 0.0345 0.000
H -4.4147 -2.3568 1.2958 0.0832 0.0308 -0.0355 0.000
H -1.5446 -1.4935 1.7321 -0.0214 -0.0073 0.0233 0.000
H -2.3795 -2.8690 2.4377 0.0522 -0.1004 0.0476 0.000
H -2.8163 -1.2296 2.9380 0.0012 0.0465 0.0960 0.000
H -3.2273 0.3593 0.6925 0.0242 0.0070 -0.0824 0.000
H -4.6559 -0.0714 1.6269 -0.0231 0.0308 0.0400 0.000
H -4.6601 -0.2666 -0.1280 -0.0471 0.0430 -0.0898 0.000
H -3.3134 -1.4375 -2.9123 -0.0118 -0.0564 -0.0216 0.000
H -4.5368 0.1097 -4.3143 -0.0602 -0.0232 -0.0683 0.000
H -4.2352 2.5657 -4.0854 -0.0539 0.0810 -0.0482 0.000
H -2.6531 3.4091 -2.3321 0.0249 0.0941 0.0076 0.000
O 1.3690 2.5387 0.7469 -0.4084 -0.1128 -0.3305 -0.006
S 2.3185 3.4488 1.4655 0.1902 0.0725 0.5995 0.000
C 3.3288 2.3711 2.5561 -0.0336 0.0913 -0.0984 0.000
C 3.0715 2.7768 4.0004 0.0042 0.0378 0.0507 0.000
C 1.6057 3.1855 4.0708 0.0235 0.0133 0.0041 0.000
C 1.3911 4.1282 2.8988 0.1513 -0.0658 -0.1795 0.000
H 4.3706 2.4326 2.2530 0.0298 -0.0042 -0.0586 0.000
H 2.9567 1.3661 2.3524 -0.0146 0.0243 -0.0942 0.000
H 3.7068 3.6202 4.2803 0.0231 0.0059 0.0269 0.000
H 3.2992 1.9489 4.6719 0.0255 -0.0060 -0.0075 0.000
H 1.3538 3.6645 5.0172 -0.0157 0.0081 0.0032 0.000
H 0.9715 2.3085 3.9603 -0.0414 -0.0469 0.0120 0.000
H 1.8140 5.1135 3.0960 0.0308 0.0655 -0.0220 0.000
H 0.3564 4.2383 2.5801 -0.0015 0.0158 -0.0799 0.000
```
Forces are in eV/Å.